ORCA calculation (ωB97M-V/def2-TZVPD) on a molecular structure, C40H48N3O6P2PbS at a distorted geometry.

Values from the calculation:
* LUMO energy: 1.999 eV
* gap between HOMO and LUMO: 6.33 eV
* energy relative to the best compared isomer or geometry (same formula, charge and spin): 0.0 kJ/mol
* molecular weight: 968.05 g/mol
* charge: -1
* E_tot: -3442.61648 Eh

Positions of all 101 atoms, in Å:
Pb (-0.505, -2.410, -0.505)
N (2.166, -4.457, -1.055)
C (2.798, -4.901, -2.282)
C (3.858, -3.908, -2.776)
N (3.256, -2.585, -3.147)
H (2.668, -4.791, -0.239)
H (1.276, -4.918, -0.917)
H (2.002, -5.068, -2.990)
H (3.332, -5.865, -2.200)
H (4.415, -4.236, -3.631)
H (4.639, -3.774, -1.981)
H (2.568, -2.283, -2.467)
H (2.695, -2.747, -3.966)
C (-5.880, 0.231, 4.715)
C (-5.263, -0.185, 3.418)
C (-6.021, -0.007, 2.257)
C (-5.606, -0.567, 1.042)
C (-4.469, -1.330, 0.964)
C (-3.671, -1.405, 2.052)
C (-4.028, -0.825, 3.279)
S (-4.039, -2.138, -0.610)
O (-3.747, -1.051, -1.531)
O (-5.201, -2.939, -0.995)
N (-2.751, -2.981, -0.287)
C (-2.850, -4.317, 0.278)
C (-1.676, -5.267, -0.102)
O (-1.824, -6.460, 0.142)
O (-0.583, -4.725, -0.575)
H (-6.397, 1.148, 4.554)
H (-5.144, 0.336, 5.500)
H (-6.585, -0.469, 5.071)
H (-6.917, 0.616, 2.303)
H (-6.255, -0.380, 0.198)
H (-2.715, -1.929, 2.031)
H (-3.397, -0.917, 4.151)
H (-3.822, -4.710, 0.116)
H (-2.805, -4.358, 1.420)
O (-1.388, 0.189, -0.115)
P (-0.739, 1.499, -0.434)
C (1.047, 1.401, -0.148)
P (2.293, 1.135, -1.374)
O (1.932, 0.168, -2.398)
C (3.748, 0.559, -0.349)
C (4.085, 0.991, 0.936)
C (5.051, 0.313, 1.713)
C (5.715, -0.765, 1.227)
C (5.391, -1.210, -0.057)
C (4.413, -0.606, -0.814)
C (2.685, 2.780, -2.039)
C (2.994, 3.861, -1.244)
C (2.948, 5.166, -1.711)
C (2.594, 5.388, -3.012)
C (2.340, 4.344, -3.886)
C (2.368, 3.027, -3.393)
C (-1.102, 1.969, -2.142)
C (-1.704, 0.946, -2.868)
C (-2.077, 1.185, -4.190)
C (-1.844, 2.414, -4.764)
C (-1.272, 3.437, -4.014)
C (-0.868, 3.204, -2.717)
C (-1.187, 2.791, 0.665)
C (-2.359, 2.617, 1.421)
C (-2.741, 3.572, 2.344)
C (-1.937, 4.661, 2.566)
C (-0.762, 4.869, 1.834)
C (-0.425, 3.985, 0.849)
H (1.071, 0.414, 0.438)
H (1.309, 2.215, 0.521)
H (3.582, 1.806, 1.475)
H (5.262, 0.688, 2.733)
H (6.469, -1.277, 1.774)
H (5.830, -2.142, -0.431)
H (4.085, -1.022, -1.715)
H (3.275, 3.676, -0.250)
H (3.301, 6.003, -1.121)
H (2.380, 6.433, -3.321)
H (2.168, 4.548, -4.981)
H (2.177, 2.182, -4.049)
H (-1.978, 0.013, -2.375)
H (-2.571, 0.436, -4.794)
H (-2.238, 2.659, -5.739)
H (-1.157, 4.375, -4.494)
H (-0.347, 3.945, -2.125)
H (-2.988, 1.719, 1.231)
H (-3.662, 3.514, 2.858)
H (-2.228, 5.293, 3.408)
H (-0.180, 5.736, 2.066)
H (0.564, 4.106, 0.397)
C (2.163, -2.101, 3.286)
C (1.101, -1.596, 2.310)
C (0.222, -0.542, 2.932)
C (0.290, -2.777, 1.742)
H (2.834, -1.382, 3.602)
H (2.755, -2.898, 2.734)
H (1.705, -2.612, 4.146)
H (1.643, -1.184, 1.412)
H (-0.347, -0.921, 3.754)
H (-0.554, -0.270, 2.159)
H (0.819, 0.334, 3.248)
H (-0.470, -3.112, 2.488)
H (0.997, -3.577, 1.556)

Atomic partial charges in e from the Mulliken method, atoms 1 to 99: number 1, Pb, carries 1.13; number 2, N, carries -0.14; number 3, C, carries -0.76; number 4, C, carries -0.44; number 5, N, carries -0.43; number 6, H, carries 0.17; number 7, H, carries 0.26; number 8, H, carries 0.35; number 9, H, carries 0.38; number 10, H, carries 0.50; number 11, H, carries 0.01; number 12, H, carries -0.07; number 13, H, carries 0.36; number 14, C, carries -1.69; number 15, C, carries 1.07; number 16, C, carries -0.80; number 17, C, carries -0.97; number 18, C, carries -0.13; number 19, C, carries 0.43; number 20, C, carries -0.86; number 21, S, carries 1.31; number 22, O, carries -0.62; number 23, O, carries -0.82; number 24, N, carries -0.10; number 25, C, carries -0.55; number 26, C, carries 0.19; number 27, O, carries -0.74; number 28, O, carries -0.76; number 29, H, carries 0.40; number 30, H, carries 0.38; number 31, H, carries 0.36; number 32, H, carries 0.29; number 33, H, carries 0.42; number 34, H, carries 0.32; number 35, H, carries 0.35; number 36, H, carries 0.73; number 37, H, carries 0.10; number 38, O, carries 0.27; number 39, P, carries 0.15; number 40, C, carries 2.05; number 41, P, carries 1.76; number 42, O, carries -0.69; number 43, C, carries 0.24; number 44, C, carries -0.01; number 45, C, carries -0.68; number 46, C, carries -0.58; number 47, C, carries -0.59; number 48, C, carries -0.78; number 49, C, carries 0.26; number 50, C, carries -0.18; number 51, C, carries -0.90; number 52, C, carries -0.35; number 53, C, carries -0.53; number 54, C, carries -0.64; number 55, C, carries 0.83; number 56, C, carries -0.37; number 57, C, carries -0.73; number 58, C, carries -0.57; number 59, C, carries -0.82; number 60, C, carries -0.36; number 61, C, carries 0.57; number 62, C, carries -0.55; number 63, C, carries -0.78; number 64, C, carries -0.53; number 65, C, carries -1.00; number 66, C, carries -0.10; number 67, H, carries -3.25; number 68, H, carries 0.81; number 69, H, carries 0.14; number 70, H, carries 0.33; number 71, H, carries 0.46; number 72, H, carries 0.31; number 73, H, carries 0.79; number 74, H, carries 0.48; number 75, H, carries 0.42; number 76, H, carries 0.30; number 77, H, carries 0.35; number 78, H, carries 0.37; number 79, H, carries 0.14; number 80, H, carries 0.46; number 81, H, carries 0.37; number 82, H, carries 0.52; number 83, H, carries 0.43; number 84, H, carries 0.26; number 85, H, carries 0.56; number 86, H, carries 0.32; number 87, H, carries 0.47; number 88, H, carries 0.13; number 89, C, carries -1.95; number 90, C, carries 2.81; number 91, C, carries -0.93; number 92, C, carries -2.00; number 93, H, carries 0.52; number 94, H, carries 0.37; number 95, H, carries 0.31; number 96, H, carries -1.02; number 97, H, carries 0.52; number 98, H, carries -0.05; number 99, H, carries 0.32

=====

ORCA calculation (ωB97M-V/def2-TZVPD) on a gas-phase ion, C3H3ClNO (charge +1) at a distorted geometry.

Values from the calculation:
* LUMO energy: -7.418 eV
* gap between HOMO and LUMO: 8.81 eV
* energy relative to the best compared isomer or geometry (same formula, charge and spin): 250.1 kJ/mol
* molecular weight: 104.52 g/mol
* charge: +1
* E_tot: -705.83692 Eh
* structure (SMILES): O=[N+]1C=C[C@H]1Cl

Positions of all 9 atoms, in Å:
O (-0.834, -1.938, -0.026)
N (-0.224, -0.939, 0.150)
C (1.015, -0.554, -0.336)
C (0.761, 0.794, -0.342)
C (-0.706, 0.411, 0.544)
Cl (-2.225, 1.018, -0.099)
H (1.893, -1.248, -0.682)
H (1.099, 1.710, -0.869)
H (-0.780, 0.746, 1.661)

Listed below, in e, are the Mulliken charges computed for each atom: number 1, O, carries -0.31; number 2, N, carries 0.62; number 3, C, carries -0.15; number 4, C, carries -0.10; number 5, C, carries -0.07; number 6, Cl, carries -0.04; number 7, H, carries 0.37; number 8, H, carries 0.36; number 9, H, carries 0.33